[1]
C7H50IO21PS | ωB97M-V/def2-TZVPD

Values from the calculation:
2S+1: 1
LUMO energy in Eh: 0.0026

Each line ends with the Mulliken charge.
Positions of all 81 atoms, in Å:
C (3.6474, 1.5992, -1.3419)  -1.459
C (2.4758, 1.7137, -0.3584)  -0.454
C (1.8928, 0.3913, 0.1394)  -0.540
I (3.2463, -0.4361, 1.5962)  0.020
C (1.5386, -0.6684, -0.9185)  0.592
C (0.8711, -0.0828, -2.1783)  -0.966
O (-0.5193, 0.1227, -1.9890)  -0.388
C (-1.0623, 1.4190, -1.9191)  0.026
P (-1.9456, 1.5305, -0.3177)  0.970
O (-2.1662, 0.0301, 0.1407)  -0.523
O (-0.8467, 2.1175, 0.6973)  -0.472
S (-3.5719, 2.5708, -0.3232)  -0.544
O (0.6215, -1.6189, -0.4166)  -0.262
C (1.1308, -2.8531, 0.0868)  -0.419
H (4.3930, 2.3569, -1.1038)  0.351
H (3.3511, 1.7673, -2.3765)  0.395
H (4.1510, 0.6327, -1.2709)  0.308
H (2.7852, 2.2973, 0.5112)  0.809
H (1.6718, 2.3095, -0.8177)  0.087
H (1.0077, 0.5328, 0.7591)  0.437
H (2.4526, -1.1818, -1.2461)  0.253
H (0.9761, -0.8171, -2.9807)  0.352
H (1.3571, 0.8414, -2.5031)  0.475
H (-0.2870, 2.1970, -1.9164)  0.227
H (-1.7241, 1.6399, -2.7574)  0.000
H (-1.4253, -0.4016, 0.5888)  0.339
H (0.0472, 2.1767, 0.3348)  0.185
H (1.3102, -2.8098, 1.1619)  0.092
H (0.3774, -3.6160, -0.1102)  0.352
H (2.0578, -3.1154, -0.4283)  0.100
O (0.3853, 1.7197, 3.4362)  -0.581
H (0.0422, 1.7160, 4.3350)  0.287
H (-0.4069, 1.8733, 2.9030)  0.343
O (-5.2980, 2.1528, -3.1223)  -0.683
H (-5.4714, 1.2130, -3.2320)  0.295
H (-4.7273, 2.2098, -2.3353)  0.163
O (4.3556, -3.0498, -1.0203)  -0.584
H (4.4896, -2.2607, -0.4796)  0.259
H (5.2275, -3.4516, -1.0867)  0.278
O (3.3109, 4.7865, -1.0318)  -0.573
H (3.1209, 5.5725, -0.5103)  0.281
H (3.2856, 5.0854, -1.9460)  0.294
O (-2.5555, 5.9669, -0.9099)  -0.632
H (-3.2684, 6.2817, -1.4743)  0.315
H (-2.8889, 5.1424, -0.5377)  0.294
O (0.9769, -5.3133, -2.2811)  -0.636
H (1.8823, -5.1599, -1.9923)  0.314
H (0.7124, -4.4887, -2.6993)  0.317
O (-2.5866, 2.8790, -4.4875)  -0.638
H (-3.2942, 2.6909, -3.8600)  0.356
H (-3.0382, 2.9839, -5.3357)  0.311
O (5.5880, 2.0070, -3.9037)  -0.582
H (6.1413, 2.7605, -3.6787)  0.295
H (6.1054, 1.4982, -4.5347)  0.291
O (6.6660, 0.0739, 0.2792)  -0.591
H (7.2698, 0.6157, 0.7949)  0.286
H (5.9182, -0.0998, 0.8638)  0.205
O (0.3517, -3.1683, 3.5564)  -0.577
H (0.9602, -2.6188, 4.0580)  0.256
H (-0.3518, -3.4020, 4.1793)  0.343
O (-0.9192, -3.7593, 6.1972)  -0.626
H (-0.4379, -3.2074, 6.8212)  0.285
H (-1.7430, -3.9867, 6.6423)  0.321
O (-3.2430, 2.2806, -7.3012)  -0.641
H (-3.9640, 2.1807, -7.9290)  0.312
H (-2.8638, 1.4028, -7.1974)  0.318
O (-1.1489, -6.5561, 6.9074)  -0.663
H (-0.5971, -5.8907, 6.4787)  0.334
H (-1.2187, -7.2840, 6.2781)  0.341
O (-2.6431, -2.6592, 3.6765)  -0.620
H (-2.0080, -2.0547, 3.2790)  0.286
H (-2.7184, -3.3784, 3.0418)  0.319
O (-6.7186, 5.0401, -3.0071)  -0.633
H (-7.5087, 4.9224, -3.5409)  0.300
H (-6.3225, 4.1608, -2.9638)  0.336
O (-2.6444, 2.4634, 3.2598)  -0.621
H (-2.4960, 3.2853, 3.7371)  0.310
H (-2.9319, 2.7440, 2.3809)  0.284
O (-2.5474, -9.0749, 6.7769)  -0.662
H (-3.4371, -9.1962, 6.4327)  0.320
H (-2.6049, -8.2941, 7.3405)  0.350

Cartesian forces, eV/Å:
0.11 0.11 0.18
-0.10 0.10 0.11
-0.19 -0.12 -0.14
0.12 -0.18 0.16
0.03 -0.13 -0.10
-0.03 0.27 -0.02
-0.05 -0.17 -0.17
0.46 -0.02 0.19
0.12 -0.07 -0.24
-0.41 0.26 0.31
-0.03 0.01 0.11
-0.02 0.00 0.19
-0.13 0.21 0.20
0.11 -0.06 0.01
-0.05 -0.05 -0.08
0.01 -0.14 0.02
-0.04 0.02 -0.05
-0.07 -0.07 -0.03
0.08 -0.08 -0.05
0.09 0.09 0.03
-0.03 0.15 -0.06
-0.04 0.02 0.06
0.02 -0.10 0.00
-0.07 0.04 -0.10
-0.01 -0.15 0.02
0.21 -0.09 -0.35
-0.02 0.12 0.03
-0.02 0.03 -0.05
0.04 0.06 -0.03
-0.04 -0.07 0.06
-0.05 -0.03 -0.10
0.06 -0.04 0.01
-0.10 0.05 0.04
0.25 0.17 0.05
-0.06 0.00 0.01
-0.21 -0.09 0.08
0.02 0.03 -0.03
0.01 -0.05 0.05
0.02 0.03 -0.03
0.00 0.00 0.02
-0.03 0.01 0.00
-0.02 0.00 -0.01
0.01 0.05 0.07
0.00 -0.02 -0.03
0.02 -0.08 -0.06
0.02 -0.04 -0.04
0.01 0.02 0.02
-0.01 0.02 0.01
0.10 -0.06 0.11
-0.22 0.12 -0.20
0.05 -0.07 -0.04
-0.04 0.02 -0.05
0.03 -0.01 0.03
0.02 -0.01 0.00
0.03 -0.11 -0.04
0.00 0.01 0.02
-0.02 0.12 -0.03
-0.06 0.02 -0.15
0.00 0.01 0.01
0.05 0.05 0.13
0.20 -0.04 0.09
-0.02 0.01 0.03
-0.07 0.02 -0.10
0.00 0.06 0.02
-0.02 -0.01 0.00
0.01 -0.01 0.01
-0.02 -0.08 -0.07
-0.07 0.08 0.02
0.06 -0.02 0.00
-0.08 -0.05 -0.01
0.06 -0.01 0.02
-0.02 0.02 -0.03
0.06 -0.02 0.06
-0.01 0.00 -0.01
0.00 -0.09 -0.08
0.12 0.02 -0.02
-0.03 0.04 0.01
-0.09 -0.06 -0.04
-0.01 0.10 -0.01
0.00 -0.02 -0.02
-0.01 -0.05 0.08

---

[2]
C4H24N2O8S | ωB97M-V/def2-TZVPD

Values from the calculation:
2S+1: 1
Energy above the lowest of the compared OMol25 structures with the same formula, charge and spin in kcal/mol: 41.3
Structure (SMILES): NC[C@@H](CS)NC=O.O.O.O.O.O.O.O
LUMO energy in Eh: 0.0074

Each line ends with the Mulliken charge.
Positions of all 39 atoms, in Å:
N (-0.2433, -3.2893, -0.4018)  -0.650
C (0.0464, -1.9848, -0.9946)  -0.494
C (1.5324, -1.6182, -0.9133)  -0.004
C (1.7453, -0.3942, -1.8326)  -0.661
S (3.4248, 0.2598, -1.6805)  -0.253
N (1.9969, -1.4847, 0.4522)  -0.036
C (1.6694, -0.4619, 1.2617)  -0.444
O (1.0332, 0.5096, 0.8695)  -0.192
H (-0.5264, -3.2027, 0.5655)  0.247
H (-1.0014, -3.7171, -0.9134)  0.334
H (-0.5761, -1.1620, -0.6329)  0.125
H (-0.3384, -1.9223, -2.0150)  0.406
H (2.0065, -2.5050, -1.3361)  0.437
H (1.5120, -0.7363, -2.8265)  0.589
H (1.1054, 0.4257, -1.5460)  0.089
H (4.0687, -0.3235, -2.6856)  0.112
H (2.4599, -2.2965, 0.8237)  0.281
H (1.9812, -0.5463, 2.3010)  0.515
O (-3.6904, -0.0755, 0.6512)  -0.655
H (-3.2240, -0.2315, 1.4852)  0.317
H (-3.7131, 0.8346, 0.3595)  0.279
O (-1.7323, 1.0139, -1.2469)  -0.644
H (-1.4559, 1.3445, -0.3793)  0.380
H (-2.4261, 0.3907, -0.9692)  0.285
O (0.8784, 2.8671, -0.9730)  -0.641
H (0.8734, 2.2907, -0.1974)  0.045
H (-0.0243, 2.9211, -1.3012)  0.334
O (-0.6509, 2.4971, 1.3710)  -0.640
H (-0.2274, 3.1723, 0.8351)  0.278
H (-0.2280, 2.7598, 2.2033)  0.356
O (-3.1806, -2.2664, -0.9993)  -0.612
H (-3.8844, -1.6639, -1.2448)  0.277
H (-2.9157, -2.1342, -0.0932)  0.311
O (-1.4946, -0.1115, 2.3272)  -0.634
H (-0.8851, 0.4112, 1.7899)  0.303
H (-1.1114, -0.3489, 3.1702)  0.234
O (2.2046, 3.8163, 1.8828)  -0.628
H (3.0261, 3.3056, 1.8787)  0.311
H (1.9655, 3.6565, 0.9548)  0.340

Cartesian forces, eV/Å:
0.20 0.17 -0.18
-0.82 0.68 0.19
-1.23 -0.05 -1.16
0.78 -0.82 0.85
0.21 0.63 0.19
-0.04 -0.03 0.46
-0.27 -0.24 -1.08
0.27 -0.02 0.29
-0.03 0.01 -0.02
-0.12 -0.09 0.13
0.21 0.02 0.83
0.63 -0.64 -0.35
0.55 0.22 0.10
0.04 0.20 -0.46
-0.27 0.06 -0.09
-0.13 -0.34 -0.26
0.07 0.15 0.25
0.31 -0.21 0.26
-0.68 -0.87 -0.54
0.31 0.90 -0.10
0.14 0.39 0.80
-0.30 0.01 0.51
0.24 0.08 -0.10
0.31 -0.12 -0.39
0.38 0.51 0.20
-0.13 -0.64 -0.32
-0.06 -0.23 -0.07
-0.05 0.89 0.62
-0.29 0.23 -0.64
-0.27 -0.57 0.27
0.40 -0.93 -1.09
0.00 0.16 0.63
-0.38 0.56 0.25
-0.76 -0.43 -0.15
0.43 0.10 0.29
0.37 0.20 0.00
0.27 -0.57 -0.75
0.04 0.15 0.57
-0.30 0.49 0.05

---

[3]
C2H4N2O | ωB97M-V/def2-TZVPD

Values from the calculation:
2S+1: 1
Energy above the lowest of the compared OMol25 structures with the same formula, charge and spin in kcal/mol: 34.4
LUMO energy in Eh: 0.0367

Each line ends with the Mulliken charge.
Positions of all 9 atoms, in Å:
N (0.6689, -1.4335, 1.6375)  -0.610
C (0.7019, -0.4707, 0.8167)  0.154
N (-0.3937, -0.2048, -0.0009)  0.014
C (-0.3736, 0.8227, -0.8677)  -0.545
O (-1.5590, 0.8226, -1.4909)  -0.357
H (1.5445, -1.4847, 2.1528)  0.260
H (1.5195, 0.2340, 0.6418)  0.346
H (-1.1963, -0.8258, 0.1068)  0.301
H (-1.5418, 1.5570, -2.1163)  0.435

Cartesian forces, eV/Å:
0.10 0.30 -0.21
0.08 -0.11 0.14
0.07 0.20 -0.13
-0.25 -0.43 0.23
0.18 0.20 -0.10
-0.08 -0.02 -0.03
-0.08 -0.13 0.07
0.05 0.10 -0.06
-0.06 -0.12 0.08

---

[4]
C4H6O2 | ωB97M-V/def2-TZVPD

Values from the calculation:
2S+1: 1
Energy above the lowest of the compared OMol25 structures with the same formula, charge and spin in kcal/mol: 89.7
LUMO energy in Eh: 0.0154

Each line ends with the Mulliken charge.
Positions of all 12 atoms, in Å:
O (1.8705, 0.3541, 0.1089)  -0.495
C (0.5716, 0.1640, 0.6315)  0.094
C (-0.1374, -1.0955, 0.1458)  -0.591
C (-0.8532, -0.4670, -1.0462)  0.068
O (-1.2281, 0.6959, -1.0051)  -0.419
C (-0.2836, 1.2397, 0.5173)  -0.571
H (2.4763, -0.0248, 0.7584)  0.393
H (0.5054, -1.9260, -0.1806)  0.332
H (-0.8607, -1.5128, 0.8725)  0.274
H (-0.9465, -0.9371, -2.0181)  0.396
H (-1.1923, 1.3270, 1.1033)  0.251
H (0.0779, 2.1824, 0.1124)  0.268

Cartesian forces, eV/Å:
0.08 -0.42 -0.12
-0.42 0.56 0.40
0.34 0.52 0.17
-0.71 0.56 -0.70
-0.70 -1.54 -2.03
1.66 0.44 2.63
-0.10 0.22 -0.23
-0.05 0.41 0.18
0.05 0.32 -0.43
-0.33 -0.73 -0.07
-0.08 -0.31 -0.29
0.26 -0.02 0.48

---

[5]
CH2BrFO | ωB97M-V/def2-TZVPD

Values from the calculation:
2S+1: 1
Energy above the lowest of the compared OMol25 structures with the same formula, charge and spin in kcal/mol: 64.8
LUMO energy (alpha / beta) in Eh: -0.0175 / -0.0175

Each line ends with the Mulliken charge.
Positions of all 6 atoms, in Å:
C (-0.7722, 0.3560, -0.3431)  0.252
O (0.4374, 0.6936, -0.8138)  -0.382
F (-0.9543, -1.5939, -1.1020)  -0.632
Br (-2.1434, 1.1380, -1.2345)  0.059
H (-0.9685, -0.1935, 0.4716)  0.308
H (1.3285, 0.3541, -0.4154)  0.395

Cartesian forces, eV/Å:
3.21 -1.16 -5.21
0.11 -0.23 1.38
0.22 2.30 0.96
-0.29 0.36 0.01
-0.32 -1.49 3.26
-2.92 0.21 -0.40

---

[6]
C3H12O3 | ωB97M-V/def2-TZVPD

Values from the calculation:
2S+1: 1
Energy above the lowest of the compared OMol25 structures with the same formula, charge and spin in kcal/mol: 38.7
Structure (SMILES): CCCO.O.O
LUMO energy in Eh: 0.0148

Each line ends with the Mulliken charge.
Positions of all 18 atoms, in Å:
C (0.6659, 0.9654, 4.1461)  -1.055
C (-0.1004, 1.9384, 2.9625)  -0.523
C (-0.6044, 1.1330, 1.7517)  -0.281
O (0.2814, 0.6692, 0.7466)  -0.522
H (0.0194, 0.2267, 4.3898)  0.371
H (1.5542, 0.4531, 3.7121)  0.271
H (1.0773, 1.5806, 4.9307)  0.323
H (0.6890, 2.6102, 2.5538)  0.259
H (-0.8878, 2.6195, 3.2271)  0.370
H (-1.2806, 1.8445, 1.3179)  0.298
H (-1.0927, 0.1803, 2.1689)  0.178
H (-0.1392, 0.6864, -0.1224)  0.311
O (4.0946, -3.4092, -3.6790)  -0.661
H (4.0058, -2.5261, -4.1326)  0.324
H (3.8530, -3.1059, -2.6803)  0.337
O (-4.3489, -0.7595, -4.5044)  -0.644
H (-3.6684, -0.7045, -5.1967)  0.324
H (-4.1136, -0.0897, -3.8362)  0.320

Cartesian forces, eV/Å:
1.19 3.47 -3.67
3.87 -1.80 -0.11
-1.08 -1.47 1.19
1.07 0.36 0.16
-2.13 -2.06 1.41
-0.64 0.52 -0.23
-0.44 0.06 0.53
-0.28 -0.30 0.36
-0.47 -0.20 0.96
-0.97 -0.17 -0.53
-0.05 1.48 -0.58
-0.06 0.12 0.50
-1.09 2.70 3.07
0.19 -1.39 0.45
0.90 -1.31 -3.51
0.40 0.38 0.08
-0.34 0.06 0.47
-0.07 -0.44 -0.55

---

[7]
CH2N2O2S | ωB97M-V/def2-TZVPD

Values from the calculation:
2S+1: 1
Energy above the lowest of the compared OMol25 structures with the same formula, charge and spin in kcal/mol: 104.3
LUMO energy in Eh: -0.0080

Each line ends with the Mulliken charge.
Positions of all 8 atoms, in Å:
C (-0.3188, -0.1126, -0.0783)  -0.017
N (-0.9003, -1.3477, -0.0007)  -0.125
N (-2.0772, -1.4401, -0.1920)  -0.114
O (-3.3412, 0.3350, 0.9752)  -0.484
O (-1.4055, 0.8946, -0.5104)  -0.348
S (-2.8717, 0.2066, -0.3840)  0.606
H (0.0384, 0.4315, 0.7326)  0.248
H (0.6337, -0.1469, -0.8246)  0.234

Cartesian forces, eV/Å:
1.46 3.12 -3.92
0.81 -1.33 1.20
-1.49 -0.89 -0.78
-0.56 0.31 0.34
0.64 -1.34 -0.59
1.08 0.28 0.25
0.70 -0.33 2.33
-2.64 0.18 1.16